Formula: C6H18N3
Source: the OMol25 dataset
Level of theory: wB97M-V/def2-TZVPD

E_LUMO ... -3.54 eV
HOMO-LUMO gap ... 9.6650 eV
Calculated total energy ... -403.34256 a.u.
ΔE to the lowest compared entry with this formula, charge and spin ... 362.4 kJ/mol

ORCA input file:
```
! wB97M-V def2-TZVPD RIJCOSX def2/J DEFGRID3
* xyz 1 1
H -4.00 1.11 -1.31
H 2.71 -1.00 -1.57
N -0.57 -1.31 0.33
H 3.33 -1.24 0.37
H 3.14 1.19 -0.95
H -2.29 0.83 -1.05
H 2.68 -0.48 1.89
C -3.22 0.86 -0.61
H -1.07 1.05 1.86
H 1.21 -1.84 -1.25
H 1.23 -0.25 -2.36
H 0.55 1.72 1.50
H 1.41 1.90 -0.78
N -3.23 -0.45 0.06
N -0.12 0.97 1.43
H -3.91 -0.52 0.97
C 1.62 -0.74 -1.35
C 0.25 0.06 0.57
H 1.91 -1.95 1.13
H -0.29 -1.64 -0.61
C 1.63 0.03 -0.05
H -3.47 1.57 0.08
H 2.61 1.75 0.66
C 2.42 -0.95 0.86
H -3.62 -1.17 -0.58
H -1.64 -1.38 0.51
C 2.22 1.46 -0.27
*
```